[1]
Molecular formula: C5H7N4
Method: DFT, ωB97M-V/def2-TZVPD

Its LUMO energy (alpha / beta) is -0.246 / -0.302 hartree. As for the calculated total energy: -413.22970 a.u. The value obtained for the largest force on an atom is 3.9 eV/Å. As for the spin multiplicity: 1. The value obtained for the HOMO energy (alpha / beta) is -15.014 / -14.675 eV. Its charge is +1.

Positions of all 16 atoms, in Å:
C 2.96 0.25 -0.44
C -0.74 1.85 -1.00
C 0.76 -0.49 0.12
C 0.88 -1.97 0.45
C -2.46 1.02 0.38
N 4.12 0.41 -0.45
N -0.53 -0.17 0.20
N -1.11 0.95 -0.22
N 1.70 0.27 -0.42
H 0.05 2.00 -1.70
H 0.90 -2.59 -0.45
H 1.83 -2.25 1.05
H -0.08 -2.26 0.99
H -2.62 0.09 0.98
H -2.54 1.84 0.99
H -3.13 1.03 -0.48



[2]
Molecular formula: C5H7N4
Method: DFT, ωB97M-V/def2-TZVPD

Its LUMO energy (alpha / beta) is -0.191 / -0.272 hartree. As for the calculated total energy: -413.24902 a.u. The value obtained for the largest force on an atom is 6.5 eV/Å. As for the spin multiplicity: 3. The value obtained for the HOMO energy (alpha / beta) is -11.299 / -14.681 eV. Its charge is +1.

Positions of all 16 atoms, in Å:
C 0.11 2.06 -1.88
C -1.24 2.09 -1.55
C 0.00 0.76 -0.16
C 1.27 -1.76 1.55
C -0.18 -2.07 1.07
N 0.80 1.31 -1.07
N 1.52 -0.46 1.12
N -1.38 1.24 -0.52
N 0.37 -0.21 0.67
H 0.66 2.67 -2.60
H -2.06 2.58 -2.00
H 1.48 -1.86 2.56
H 1.95 -2.38 1.02
H -0.23 -2.40 0.14
H -0.84 -2.54 1.81
H -2.22 0.98 -0.17



[3]
Molecular formula: C5H7N4OS2
Method: DFT, ωB97M-V/def2-TZVPD

Its LUMO energy is -0.182 hartree. As for the calculated total energy: -1284.90486 a.u. The value obtained for the largest force on an atom is 4.6 eV/Å. As for the spin multiplicity: 1. The value obtained for the HOMO energy is -11.930 eV. Its charge is +1.

Positions of all 19 atoms, in Å:
C 0.03 -1.76 0.64
C -1.33 -1.44 0.58
C 1.35 2.44 -0.21
C 1.24 -1.19 0.13
C 0.87 1.26 0.46
N 1.85 1.95 -1.30
N -1.99 -0.69 -0.26
N 1.18 0.21 -0.30
N -1.56 -0.22 -1.53
O 1.74 0.71 -1.47
S 2.72 -1.74 0.35
S 0.22 0.86 2.02
H 0.18 -2.70 1.05
H -1.77 -1.90 1.41
H 1.42 3.46 0.08
H -2.84 -0.18 0.07
H -1.11 -1.05 -1.92
H -2.38 -0.15 -2.13
H 0.19 2.12 2.33



[4]
Molecular formula: C5H7N5
Method: DFT, ωB97M-V/def2-TZVPD

Its LUMO energy (alpha / beta) is 0.005 / 0.005 hartree. As for the calculated total energy: -468.28507 a.u. The value obtained for the largest force on an atom is 2.4 eV/Å. As for the spin multiplicity: 1. The value obtained for the HOMO energy (alpha / beta) is -8.105 / -8.105 eV.

Positions of all 17 atoms, in Å:
N 1.62 -2.81 -0.33
N 0.91 -1.60 -0.47
N 1.34 -0.81 0.53
C 1.04 0.30 1.14
C 0.22 1.41 0.99
C -0.97 1.89 0.44
C -1.96 1.41 -0.42
C -1.70 0.22 -1.11
N -0.51 -0.25 -0.86
N -0.11 -1.46 -1.25
H 2.01 -3.24 -1.18
H 2.19 -2.48 0.45
H 1.72 0.41 2.03
H 0.70 2.24 1.58
H -1.12 2.94 0.79
H -2.79 2.11 -0.71
H -2.58 -0.27 -1.62